Entry from OMol25: an isolated ion of composition C5H8O3P and charge -1 at a distorted geometry (ωB97M-V/def2-TZVPD).

Values from the calculation:
HOMO-LUMO gap	6.75	eV
energy	-20746.2374	eV
E_HOMO	-2.945	eV
SMILES string	CCC1=[P@@]2(OC)O[C@]12[O-]
ΔE to the lowest compared entry with this formula, charge and spin	68.1	kcal/mol
charge	-1
M	147.09	g mol⁻¹

Atoms and positions in Å:
C -1.0375 -1.7665 0.4521
C 2.1434 0.1128 -0.9113
C -1.5163 1.9928 1.1903
C 1.3521 -1.2405 -0.6735
C -0.0987 -0.9395 -0.2545
O -2.2488 -0.9489 0.1446
O -1.1329 -2.8234 1.0997
O -1.4898 1.5730 -0.2002
P -1.4066 0.0536 -0.8597
H 2.9618 -0.1637 -1.5816
H 2.2294 0.5664 0.0488
H 1.6341 0.7701 -1.5262
H -1.1036 1.2779 1.7864
H -0.8392 2.9164 1.3599
H -2.4451 2.4586 1.4362
H 1.7498 -2.0183 0.0514
H 1.2481 -1.8206 -1.5622